(1)
The following is a quantum chemistry calculation of a single C18H20F2N8OS molecule at a distorted geometry, from the OMol25 dataset.

Calculated values
E_LUMO	0.04	eV
structure (SMILES)	Cn1ncc(NC(=O)c2nc(-c3ccccn3)sc2N)c1N1CCNCC(F)(F)C1

XYZ file:
```
50
C18H20F2N8OS (ωB97M-V with the def2-TZVPD basis set)
C -0.358 -2.449 -5.041
N 0.434 -1.429 -4.314
N 1.322 -0.606 -4.934
C 1.708 0.202 -3.958
C 1.078 -0.094 -2.704
N 1.195 0.483 -1.429
C 1.548 1.810 -1.168
O 1.950 2.574 -2.058
C 1.281 2.312 0.241
N 1.091 1.445 1.293
C 0.755 2.057 2.404
C 0.471 1.275 3.640
C 0.470 1.872 4.901
C 0.126 1.162 6.056
C -0.210 -0.176 5.912
C -0.192 -0.744 4.643
N 0.130 -0.035 3.528
S 0.682 3.796 2.244
C 1.114 3.639 0.565
N 1.215 4.671 -0.368
C 0.224 -1.101 -2.980
N -0.656 -1.752 -2.102
C -0.203 -2.765 -1.137
C 0.424 -2.153 0.129
N -0.339 -1.021 0.691
C -1.816 -0.903 0.695
C -2.304 -0.257 -0.613
F -1.745 0.990 -0.672
F -3.628 -0.061 -0.571
C -2.005 -1.123 -1.900
H -1.336 -2.063 -5.375
H 0.249 -2.754 -5.903
H -0.526 -3.318 -4.427
H 2.416 1.006 -4.097
H 0.625 0.061 -0.711
H 0.722 2.923 4.998
H 0.097 1.661 7.052
H -0.511 -0.743 6.789
H -0.409 -1.787 4.564
H 1.210 5.654 -0.067
H 1.551 4.424 -1.325
H 0.500 -3.462 -1.634
H -1.038 -3.359 -0.817
H 1.425 -1.785 -0.116
H 0.490 -2.995 0.859
H 0.113 -0.568 1.493
H -2.324 -1.832 0.903
H -2.080 -0.214 1.502
H -2.212 -0.515 -2.776
H -2.720 -1.952 -1.908
```

(2)
The following is a quantum chemistry calculation of a single C18H20F3N3O3S molecule at a distorted geometry, from the OMol25 dataset.

Calculated values
E_LUMO	-0.41	eV
structure (SMILES)	O=C(CCCSc1nc(-c2ccco2)cc(C(F)(F)F)n1)NC[C@@H]1CCCO1

XYZ file:
```
48
C18H20F3N3O3S (ωB97M-V with the def2-TZVPD basis set)
O 3.908 2.606 0.675
C 2.971 1.921 0.323
C 1.981 2.356 -0.750
C 0.633 2.712 -0.120
C -0.358 3.143 -1.190
S -2.068 3.236 -0.552
C -2.461 1.552 -0.481
N -3.678 1.245 -0.058
C -4.007 -0.040 -0.001
C -5.334 -0.356 0.454
C -6.356 0.477 0.852
C -7.433 -0.362 1.192
C -6.994 -1.639 0.979
O -5.735 -1.646 0.535
C -3.094 -1.049 -0.372
C -1.860 -0.601 -0.791
C -0.780 -1.555 -1.244
F -0.906 -1.866 -2.546
F 0.447 -1.043 -1.092
F -0.805 -2.715 -0.574
N -1.527 0.679 -0.856
N 2.682 0.722 0.869
C 3.510 0.096 1.868
C 4.095 -1.224 1.349
C 4.881 -1.063 0.031
C 3.993 -1.757 -1.004
C 3.254 -2.774 -0.137
O 3.016 -2.115 1.088
H 1.844 1.549 -1.472
H 2.397 3.225 -1.262
H 0.763 3.512 0.610
H 0.240 1.837 0.399
H -0.374 2.433 -2.016
H -0.136 4.141 -1.565
H -6.311 1.546 0.885
H -8.398 -0.065 1.546
H -7.476 -2.589 1.105
H -3.349 -2.093 -0.321
H 1.956 0.142 0.477
H 2.913 -0.114 2.761
H 4.310 0.795 2.118
H 4.733 -1.652 2.137
H 5.846 -1.565 0.105
H 5.052 -0.014 -0.200
H 3.283 -1.053 -1.438
H 4.561 -2.227 -1.804
H 3.878 -3.665 0.028
H 2.290 -3.085 -0.539
```

(3)
The following is a quantum chemistry calculation of a single C18H20FNO2 molecule, from the OMol25 dataset.

Calculated values
E_LUMO	0.76	eV
structure (SMILES)	O[C@H](CNC1Cc2ccccc2C1)COc1ccc(F)cc1

XYZ file:
```
42
C18H20FNO2 (ωB97M-V with the def2-TZVPD basis set)
O -1.741 -3.285 -1.349
C -1.320 -3.147 -0.022
C -2.093 -2.023 0.687
N -2.108 -0.849 -0.161
C -2.743 0.332 0.390
C -2.796 1.395 -0.725
C -1.515 2.151 -0.536
C -0.841 2.964 -1.425
C 0.349 3.555 -1.020
C 0.851 3.334 0.251
C 0.174 2.516 1.146
C -1.009 1.931 0.745
C -1.915 1.011 1.508
C 0.210 -2.942 0.072
O 0.551 -1.674 -0.451
C 1.818 -1.203 -0.304
C 2.022 0.110 -0.736
C 3.263 0.699 -0.625
C 4.304 -0.032 -0.078
F 5.523 0.540 0.039
C 4.128 -1.333 0.348
C 2.879 -1.922 0.235
H -1.883 -2.389 -1.689
H -1.533 -4.104 0.471
H -1.644 -1.861 1.682
H -3.131 -2.340 0.834
H -1.153 -0.609 -0.419
H -3.740 0.043 0.736
H -3.651 2.061 -0.584
H -2.879 0.932 -1.707
H -1.228 3.134 -2.419
H 0.889 4.191 -1.707
H 1.779 3.799 0.550
H 0.571 2.341 2.135
H -2.565 1.586 2.173
H -1.366 0.291 2.116
H 0.515 -3.018 1.124
H 0.702 -3.735 -0.505
H 1.192 0.656 -1.155
H 3.427 1.713 -0.952
H 4.959 -1.879 0.764
H 2.749 -2.941 0.563
```

(4)
The following is a quantum chemistry calculation of a single C18H20FNO3S2 molecule at a distorted geometry, from the OMol25 dataset.

Calculated values
E_LUMO	0.43	eV
structure (SMILES)	O=S(=O)(c1ccccc1)N1CCC(O)(CSc2ccc(F)cc2)CC1

XYZ file:
```
45
C18H20FNO3S2 (ωB97M-V with the def2-TZVPD basis set)
O -3.186 0.534 2.383
S -2.966 0.635 0.973
O -2.557 1.918 0.447
C -4.425 0.102 0.090
C -4.978 -1.117 0.431
C -6.102 -1.561 -0.245
C -6.655 -0.781 -1.251
C -6.092 0.441 -1.582
C -4.968 0.889 -0.906
N -1.895 -0.577 0.533
C -1.433 -0.469 -0.841
C 0.082 -0.281 -0.940
C 0.599 0.728 0.103
O 0.138 2.029 -0.184
C 2.125 0.862 -0.013
S 2.974 -0.725 0.262
C 4.686 -0.319 0.096
C 5.165 0.953 -0.190
C 6.527 1.168 -0.306
C 7.396 0.108 -0.135
F 8.725 0.321 -0.251
C 6.939 -1.168 0.151
C 5.581 -1.375 0.265
C 0.194 0.275 1.528
C -0.853 -0.840 1.505
H -4.524 -1.692 1.222
H -6.547 -2.510 0.010
H -7.531 -1.128 -1.777
H -6.528 1.045 -2.363
H -4.508 1.838 -1.133
H -1.731 -1.376 -1.381
H -1.947 0.381 -1.297
H 0.589 -1.234 -0.787
H 0.329 0.084 -1.938
H -0.815 2.096 0.013
H 2.468 1.576 0.736
H 2.371 1.222 -1.012
H 4.494 1.785 -0.325
H 6.913 2.150 -0.527
H 7.642 -1.976 0.279
H 5.195 -2.358 0.487
H 1.069 -0.073 2.079
H -0.218 1.140 2.052
H -0.400 -1.804 1.261
H -1.345 -0.914 2.475
```

(5)
The following is a quantum chemistry calculation of a molecular structure, C18H20HfN7O3S2 at a distorted geometry, from the OMol25 dataset.

Calculated values
charge	+1
E_LUMO	-3.82	eV

XYZ file:
```
51
C18H20HfN7O3S2 (ωB97M-V with the def2-TZVPD basis set)
Hf 1.647 0.366 0.001
N 3.975 -0.537 3.534
C 2.979 0.074 2.824
S 3.621 0.993 1.467
N 1.729 -0.092 3.092
N 0.957 0.517 2.127
C -0.202 0.930 2.590
C -1.235 1.597 1.812
C -2.473 1.962 2.411
C -3.363 2.673 1.708
C -3.129 3.182 0.421
C -1.857 2.935 -0.073
C -0.976 2.027 0.520
O 0.201 1.730 -0.066
H 4.917 -0.255 3.432
H 3.733 -0.898 4.449
H -0.480 0.736 3.609
H -2.785 1.580 3.422
H -4.381 2.850 2.148
H -3.894 3.660 -0.192
H -1.390 3.405 -0.953
C -2.831 3.227 -3.613
C -1.813 2.047 -3.767
N -1.887 1.094 -2.632
C -0.860 0.239 -2.236
S 0.617 0.430 -3.234
N -1.076 -0.611 -1.289
N 0.009 -1.085 -0.710
C 0.155 -2.341 -0.665
C -0.993 -3.217 -1.060
C 1.333 -2.823 0.061
C 1.372 -4.119 0.456
C 2.424 -4.560 1.242
C 3.396 -3.609 1.567
C 3.386 -2.399 0.972
N 2.340 -1.954 0.264
H -3.164 3.522 -4.598
H -2.399 4.139 -3.115
H -3.752 2.800 -3.194
H -0.842 2.588 -3.653
H -1.857 1.583 -4.793
H -2.804 0.733 -2.354
H -1.415 -3.015 -2.045
H -1.796 -3.059 -0.294
H -0.710 -4.235 -1.026
H 0.448 -4.675 0.243
H 2.390 -5.502 1.736
H 4.116 -3.790 2.334
H 4.178 -1.629 1.108
O 1.832 -0.200 -2.276
O 2.611 0.988 -1.710
```

(6)
The following is a quantum chemistry calculation of a single C18H20N2O3 molecule, from the OMol25 dataset.

Calculated values
E_LUMO	0.33	eV
structure (SMILES)	CCC(=O)c1ccc(OCC(=O)NCCc2ccccn2)cc1

XYZ file:
```
43
C18H20N2O3 (ωB97M-V with the def2-TZVPD basis set)
C 1.125 3.725 -3.302
C 2.130 2.757 -2.676
C 1.714 2.387 -1.268
O 2.372 2.727 -0.307
C 0.462 1.617 -1.103
C -0.108 0.835 -2.109
C -1.232 0.083 -1.856
C -1.830 0.094 -0.593
O -2.894 -0.734 -0.440
C -3.541 -0.792 0.813
C -2.665 -1.278 1.978
O -2.951 -1.002 3.126
N -1.627 -2.045 1.614
C -0.585 -2.416 2.542
C 0.565 -1.404 2.531
C 1.261 -1.297 1.201
C 2.438 -0.560 1.084
C 3.062 -0.481 -0.146
C 2.495 -1.143 -1.225
C 1.321 -1.842 -1.014
N 0.717 -1.917 0.161
C -1.296 0.908 0.404
C -0.157 1.640 0.146
H 1.060 4.632 -2.706
H 1.443 3.995 -4.307
H 0.135 3.279 -3.356
H 2.213 1.855 -3.285
H 3.112 3.229 -2.623
H 0.342 0.781 -3.088
H -1.665 -0.545 -2.618
H -3.971 0.179 1.089
H -4.361 -1.503 0.678
H -1.355 -2.121 0.641
H -1.031 -2.453 3.538
H -0.214 -3.404 2.263
H 0.173 -0.419 2.800
H 1.295 -1.683 3.294
H 2.849 -0.056 1.945
H 3.972 0.089 -0.262
H 2.952 -1.115 -2.202
H 0.830 -2.375 -1.819
H -1.749 0.957 1.382
H 0.281 2.252 0.921
```

Quick rundown of E_HOMO, same order as above: -7.716 -8.894 -8.540 -8.113 -11.125 -8.809 eV
Quick rundown of total energy, same order as above: -49228.96388 -48591.96703 -27293.17016 -51010.92584 -58535.21030 -28114.03975 eV